Here is a 2-piece molecular cluster, H4O2 overall at a distorted geometry from the Open Molecules 2025 dataset. Energies are from ωB97M-V/def2-TZVPD.

For the energy relative to the best compared isomer or geometry (same formula, charge and spin), the calculation gives 6.7 kcal/mol. The value obtained for the lowest unoccupied orbital energy is 0.019 Eh. The highest occupied orbital energy comes out at -11.77 eV. The total energy is -4159.647 eV. For the orbital gap, the calculation gives 12.30 eV.

```
! wB97M-V def2-TZVPD RIJCOSX def2/J DEFGRID3
* xyz 0 1
H -1.74 0.31 0.73
H -1.18 -0.67 -0.28
H 1.13 -0.48 0.17
H 1.59 0.82 -0.36
O -1.76 0.05 -0.18
O 1.96 -0.02 -0.08
*
```

Mulliken atomic charge list, values in e, 2 entries: number 1, H, carries 0.325; number 2, H, carries 0.293